# 1
This record from OMol25 describes a molecular structure, C4H10N2 in a non-equilibrium geometry. The level of theory is ωB97M-V/def2-TZVPD.

ΔE to the lowest compared entry with this formula, charge and spin   405.0 kJ/mol
DFT total energy   -267.7711 a.u.
HOMO   -0.3077 Eh
Gap between HOMO and LUMO   8.4 eV
LUMO   0.1 eV

Structure (XYZ):
```
16
C4H10N2 (ωB97M-V/def2-TZVPD)
C -0.4602 -0.8507 0.5416
C -1.1272 0.4835 0.6614
C -0.3469 1.5580 1.1418
C 0.4010 -0.4377 -0.6900
N 0.5449 -1.5133 -1.6523
N 1.5314 0.3366 -0.4579
H 1.1603 -1.2027 -2.3964
H -0.3504 -1.7842 -2.0473
H 2.0565 -0.0549 0.3228
H 0.1667 -1.1079 1.3980
H -1.1511 -1.6577 0.3000
H -2.1212 0.6201 0.2569
H -0.3818 0.3627 -1.0860
H -0.7973 2.5447 1.0896
H 0.8025 1.3057 0.4809
H 0.0728 1.3980 2.1369
```

***

# 2
This record from OMol25 describes 2 unconnected molecules or ions with the total composition C2HNOS in a non-equilibrium geometry. The level of theory is ωB97M-V/def2-TZVPD.

ΔE to the lowest compared entry with this formula, charge and spin   156.7 kJ/mol
DFT total energy   -604.9273 a.u.
HOMO   -0.3391 Eh
Gap between HOMO and LUMO   8.9 eV
LUMO   -0.3 eV

Structure (XYZ):
```
6
C2HNOS (ωB97M-V/def2-TZVPD)
O 1.3871 -0.6481 -0.8845
C 0.2167 -0.7634 -1.0392
S -0.9290 -1.5794 -1.9953
C -0.1609 0.9812 1.3656
N -0.6041 0.3058 0.5093
H 0.0902 1.7039 2.0441
```

***

# 3
This record from OMol25 describes 2 unconnected molecules or ions with the total composition C3H3N2OS in a non-equilibrium geometry. The level of theory is ωB97M-V/def2-TZVPD.

ΔE to the lowest compared entry with this formula, charge and spin   408.4 kJ/mol
DFT total energy   -698.9242 a.u.
HOMO   -0.1023 Eh
Gap between HOMO and LUMO   6.6 eV
LUMO   3.8 eV
Net charge   -1

Structure (XYZ):
```
10
C3H3N2OS (ωB97M-V/def2-TZVPD)
C -2.8769 -0.3168 -0.0692
C 1.0327 -1.0272 0.1608
C 1.8626 -0.1301 0.2617
N -3.2604 0.7643 0.0076
N 2.9542 0.7273 0.0507
O -3.8912 1.8481 0.0073
S -0.2050 -2.1320 0.2766
H -2.0306 -0.9101 0.0332
H 2.7375 1.0326 -0.9125
H 3.6770 0.1438 0.1838
```

***

# 4
This record from OMol25 describes 13 unconnected molecules or ions with the total composition C54H111O28PS12 in a non-equilibrium geometry. The level of theory is ωB97M-V/def2-TZVPD.

ΔE to the lowest compared entry with this formula, charge and spin   95.0 kJ/mol
DFT total energy   -9350.4323 a.u.
HOMO   -0.3439 Eh
Gap between HOMO and LUMO   9.5 eV
LUMO   0.1 eV

Structure (XYZ):
```
206
C54H111O28PS12 (ωB97M-V/def2-TZVPD)
C 5.8125 1.7666 1.7384
C 4.9145 1.2344 2.8657
C 5.2973 1.9743 4.1358
S 5.9273 3.5966 3.6522
O 7.3153 3.6448 4.0803
O 4.9030 4.5950 3.9486
C 5.9326 3.2952 1.8273
H 5.4758 1.4678 0.7447
H 6.8155 1.3330 1.7569
H 5.0624 0.1661 3.0148
H 3.8512 1.4112 2.6938
H 6.1965 1.5516 4.5885
H 4.5335 2.0563 4.9047
H 6.6787 3.9029 1.3247
H 4.9935 3.7983 1.5758
C -1.7528 9.0956 1.7308
C -1.1197 8.7448 0.3784
C 0.0596 7.8736 0.6853
S -0.6452 6.6588 1.8564
O 0.3240 6.1874 2.8265
O -1.4557 5.7238 1.0999
C -1.7566 7.8596 2.6666
H -2.6740 9.6762 1.7630
H -1.0913 9.8393 2.1938
H -0.8955 9.6510 -0.1811
H -1.8393 8.1615 -0.2025
H 0.9040 8.4003 1.1287
H 0.3991 7.3138 -0.1859
H -1.1145 7.9927 3.5394
H -2.7356 7.5287 2.9946
C -2.3555 -1.9821 2.4053
C -3.7820 -2.2299 2.9234
C -3.6958 -2.5209 4.3956
S -2.4544 -1.3049 5.0454
O -1.4864 -1.9470 5.9060
O -3.1626 -0.1027 5.4637
C -1.7683 -0.9529 3.3533
H -2.5363 -1.6050 1.3987
H -1.7224 -2.8651 2.4380
H -4.1649 -3.1676 2.4984
H -4.5612 -1.5745 2.5318
H -3.3960 -3.5401 4.6400
H -4.5919 -2.3788 5.0037
H -0.6823 -1.0111 3.4351
H -1.9910 0.1010 3.1866
C -4.4413 1.5350 1.6471
C -4.9146 1.9506 3.0396
C -6.3848 2.3317 2.9211
S -7.1270 1.0540 1.8785
O -8.1694 1.5470 0.9990
O -7.2828 -0.0981 2.7513
C -5.5972 0.8106 0.9360
H -3.6176 0.8203 1.6857
H -4.1617 2.3604 0.9947
H -4.2992 2.7331 3.4843
H -4.8265 1.1340 3.7619
H -6.4849 3.3057 2.4372
H -6.9902 2.3296 3.8263
H -5.8100 1.3612 0.0174
H -5.4694 -0.2427 0.6901
C -2.8600 -6.7643 -0.1359
C -1.4439 -7.0924 -0.6204
C -0.9180 -5.9962 -1.5082
S -1.6943 -4.4395 -0.8609
O -2.4616 -3.9408 -1.9991
O -0.6999 -3.5930 -0.2293
C -2.7740 -5.3212 0.3301
H -3.1410 -7.3682 0.7248
H -3.6078 -6.8767 -0.9206
H -1.4467 -8.0821 -1.0855
H -0.7261 -7.2696 0.1879
H -1.2833 -6.1185 -2.5289
H 0.1328 -5.7322 -1.6163
H -3.6384 -4.6740 0.4223
H -2.2360 -5.2874 1.2823
C 1.9309 -2.7210 3.2184
C 2.4046 -3.6126 4.3770
C 1.1680 -4.4126 4.8235
S 0.4279 -4.9677 3.3015
O -1.0177 -5.0224 3.4642
O 1.0970 -6.1569 2.8013
C 0.9383 -3.5121 2.3472
H 2.7906 -2.4282 2.6194
H 1.4449 -1.8445 3.6484
H 2.7890 -3.0144 5.2038
H 3.2471 -4.2400 4.0802
H 0.4347 -3.7063 5.2180
H 1.2745 -5.2918 5.4546
H 0.0787 -2.9777 1.9570
H 1.4980 -3.9714 1.5314
C 3.1320 1.4323 -7.5963
C 2.5783 -0.0103 -7.5913
C 3.4506 -0.8142 -6.6601
S 3.7867 0.2929 -5.2383
O 5.1865 0.2298 -4.8686
O 2.7053 0.1169 -4.2761
C 3.4698 1.8496 -6.1734
H 2.4968 2.1645 -8.0879
H 4.0884 1.3510 -8.1183
H 2.6467 -0.3978 -8.6108
H 1.5231 -0.1755 -7.3650
H 4.4057 -1.0835 -7.1079
H 2.9478 -1.6735 -6.2163
H 4.3568 2.4715 -6.0881
H 2.6261 2.3191 -5.6677
C 8.3681 -3.0324 -4.2312
C 8.2774 -4.0762 -3.0956
C 7.2267 -3.7023 -2.0417
S 6.1915 -2.3719 -2.8648
O 6.6445 -1.0991 -2.3268
O 4.8044 -2.8090 -2.8140
C 6.9464 -2.5856 -4.4829
H 8.8508 -3.4698 -5.1047
H 9.0827 -2.2799 -3.8946
H 9.2653 -4.1704 -2.6427
H 8.0108 -5.0621 -3.4772
H 7.5956 -3.3518 -1.0825
H 6.6170 -4.5919 -1.9037
H 6.7458 -1.6335 -4.9731
H 6.3886 -3.3984 -4.9518
C -0.3442 -2.1245 -4.8048
C 0.3950 -1.9872 -3.4720
C 1.6407 -2.8341 -3.5724
S 1.3700 -4.1825 -4.7688
O 1.2638 -5.4109 -3.9963
O 2.2971 -4.0867 -5.8840
C -0.2797 -3.5927 -5.2134
H 0.1356 -1.5081 -5.5705
H -1.3921 -1.8425 -4.7242
H -0.2997 -2.2614 -2.6788
H 0.7036 -0.9690 -3.2410
H 1.9359 -3.2834 -2.6254
H 2.4967 -2.2496 -3.9105
H -0.8828 -4.2093 -4.5390
H -0.5537 -3.9179 -6.2149
C -7.0521 -1.4667 -1.8036
C -8.1623 -2.0387 -0.9164
C -7.5500 -2.9292 0.1513
S -5.9765 -3.5666 -0.5922
O -5.9311 -4.9860 -0.8758
O -4.8719 -2.8360 0.0076
C -6.2434 -2.6615 -2.1810
H -6.3713 -0.8608 -1.1981
H -7.3646 -0.8709 -2.6585
H -8.9499 -2.4852 -1.5285
H -8.7524 -1.2183 -0.4943
H -8.2117 -3.7765 0.3305
H -7.3481 -2.4498 1.1075
H -6.7244 -3.4298 -2.7899
H -5.2483 -2.4408 -2.5668
C 1.8172 4.1303 6.7261
C 1.7650 2.8166 7.5147
C 0.4167 2.2326 7.1071
S 0.2782 2.4751 5.2820
O -0.9952 3.0645 4.9204
O 0.8001 1.3290 4.5805
C 1.5972 3.7972 5.2684
H 2.8195 4.5300 6.9077
H 1.1390 4.8890 7.1211
H 1.8595 3.0483 8.5726
H 2.5914 2.1988 7.1615
H -0.4364 2.8037 7.4795
H 0.2089 1.1990 7.3825
H 1.2881 4.5747 4.5736
H 2.5290 3.3623 4.9050
C -0.9084 3.8004 -2.5226
C 0.1949 3.7516 -3.5703
C -0.4743 3.1368 -4.7949
S -2.1359 3.9096 -4.9379
O -3.0523 2.8450 -5.2035
O -2.0688 5.1365 -5.7225
C -2.1573 4.4129 -3.1489
H -0.6730 4.3578 -1.6101
H -1.0342 2.8005 -2.0953
H 1.0945 3.2802 -3.1784
H 0.4475 4.8061 -3.7343
H -0.5689 2.0635 -4.6354
H 0.0412 3.3515 -5.7312
H -3.0522 4.0194 -2.6691
H -2.1862 5.4993 -3.1918
C -2.6733 -0.1032 -2.4715
C -2.0931 -0.5122 -1.1216
O -0.6806 -0.4707 -1.1219
P 0.0865 0.2006 0.1424
O -0.0721 -0.4763 1.4401
O 1.5777 0.2888 -0.4335
C 2.3152 -0.8444 -0.8824
C 3.5806 -0.9206 -0.0348
O -0.4572 1.6916 0.0446
C -0.8378 2.4125 1.2350
C 0.4038 3.1038 1.7730
H -2.4529 -0.9064 -3.1760
H -3.7655 -0.0405 -2.4860
H -2.3555 0.8607 -2.8692
H -2.5619 0.1098 -0.3477
H -2.4234 -1.5026 -0.8195
H 1.7581 -1.7839 -0.8161
H 2.5417 -0.6494 -1.9330
H 4.1713 -0.0242 -0.2239
H 3.2068 -0.8170 0.9889
H 4.1581 -1.8339 -0.1458
H -1.6109 3.1413 0.9959
H -1.2565 1.7963 2.0320
H 0.1017 3.6896 2.6420
H 1.0410 2.3325 2.2113
H 0.9121 3.7579 1.0701
```